This record from OMol25 describes C9H11NO2S in the gas phase in a non-equilibrium geometry. The level of theory is the ωB97M-V functional and the def2-TZVPD basis.

Geometry as XYZ:
```
24
Properties=species:S:1:pos:R:3:forces:R:3
C -0.4175 1.3474 1.7530 0.1 0.1 -0.4
C -0.6146 0.0998 1.9978 0.9 -4.6 -2.1
C -1.6501 -1.6473 0.5496 -0.5 -1.6 0.7
C -1.4148 -0.0790 -1.1190 0.6 -1.2 0.0
C 0.2207 1.9713 0.6005 4.1 -1.0 0.1
C 0.8466 0.9912 -0.5021 -3.9 0.8 0.8
C -0.2652 -1.0548 0.6468 -0.7 1.5 4.2
C 0.0067 -0.3147 -0.6355 0.2 0.7 0.4
C 0.6441 -1.2675 -1.6707 -2.8 2.1 -1.2
N -2.2833 -0.8790 -0.3991 -2.8 -0.9 -0.1
O -2.0800 -2.6310 1.1722 0.4 2.3 -1.5
O -1.7069 0.4559 -2.1332 -0.7 1.5 -1.3
S 0.8672 -2.2892 1.2021 -0.4 -1.9 0.9
H -0.8787 1.9950 2.4163 -0.3 1.6 1.7
H -0.8948 -0.4006 2.9443 -0.2 0.4 -0.9
H -0.4177 2.7032 0.2994 -2.0 1.8 -1.9
H 1.0626 2.6534 1.0053 -0.9 -1.2 -0.4
H 0.8011 1.4642 -1.4689 0.1 0.3 -0.4
H 1.8349 0.7644 -0.3005 2.0 -0.5 0.7
H 0.3994 -0.7944 -2.6938 0.4 -1.3 1.4
H 0.2043 -2.2284 -1.4408 0.4 -0.5 -0.8
H 1.6534 -1.1733 -1.4824 2.3 -0.6 0.1
H -3.2949 -1.0608 -0.7210 2.3 0.5 0.7
H -0.1545 -3.2611 1.5778 1.5 1.6 -0.6
```
Forces are in eV/Å.

Values from the calculation:
LUMO energy ... 0.595 eV
E_HOMO ... -8.8 eV
SMILES ... C[C@]12CCC=C[C@@]1(S)C(=O)NC2=O
Kohn-Sham gap ... 9.3 eV

Here are the Löwdin charges for atoms 1 to 5, given in e: -0.159, 0.025, -0.475, -0.436, -0.137

=====

This record from OMol25 describes C9H11NO2S in the gas phase in a non-equilibrium geometry. The level of theory is the ωB97M-V functional and the def2-TZVPD basis.

Geometry as XYZ:
```
24
Properties=species:S:1:pos:R:3:forces:R:3
C -0.8267 1.9743 1.3963 -0.4 -0.7 -0.2
C -1.9516 1.8085 2.1093 -2.4 -1.2 1.2
C -0.5360 0.7905 0.6894 2.1 -2.0 -2.3
C -1.3537 -0.2701 0.8254 -0.5 1.1 1.0
C -0.0972 0.8090 -1.8060 0.1 1.4 -0.6
C -1.0761 -1.4998 0.0766 0.2 0.1 -1.1
C 0.3722 -1.3403 -0.6051 -0.6 -2.1 1.1
C 0.7865 0.1051 -0.7792 -4.7 2.2 1.9
C 1.3895 -2.0382 0.3519 -2.3 -3.0 -2.8
N 2.0425 0.6873 -0.5618 -2.1 0.6 -5.9
O -1.0972 0.3967 -2.3354 0.6 -1.0 0.5
O 0.2094 2.1006 -2.1676 1.7 1.1 0.7
S -2.7244 0.1944 1.8505 2.1 0.8 -0.3
H -0.2582 2.8501 1.3337 0.7 1.1 0.1
H -2.5168 2.3709 2.8841 0.9 0.1 -1.0
H -1.3593 -2.4459 0.5738 1.0 0.3 0.1
H -1.7140 -1.4977 -0.7740 -1.0 0.1 -0.8
H 0.1737 -1.9343 -1.5691 1.1 1.2 1.0
H 2.3489 -1.9434 -0.1320 0.7 0.2 0.9
H 1.0829 -3.1760 0.2099 0.9 2.1 0.7
H 1.1484 -1.7477 1.3600 0.8 0.3 0.4
H 0.9922 2.5928 -1.7524 -1.5 -1.8 -0.3
H 2.5747 0.6929 -1.4616 0.1 -0.1 1.9
H 2.3901 0.5204 0.2833 2.5 -0.9 3.7
```
Forces are in eV/Å.

Values from the calculation:
LUMO energy ... 0.505 eV
E_HOMO ... -8.6 eV
Kohn-Sham gap ... 9.1 eV

Here are the Löwdin charges for atoms 1 to 5, given in e: -0.162, -0.368, -0.088, -0.532, -0.484

=====

This record from OMol25 describes C9H11NO3 in the gas phase in a non-equilibrium geometry. The level of theory is the ωB97M-V functional and the def2-TZVPD basis.

Geometry as XYZ:
```
24
Properties=species:S:1:pos:R:3:forces:R:3
C -0.7237 1.4216 0.7317 -1.8 1.1 -2.2
C -1.6441 2.4636 1.3579 -2.9 -6.2 -1.1
C -0.6048 0.2144 1.5122 -0.2 -3.0 2.2
C -0.1915 -0.6394 0.3881 1.8 -4.3 -1.4
C -1.0843 -1.4535 -0.3301 3.0 -0.1 -3.1
C 1.2093 -0.7335 -0.0339 -2.6 -0.9 2.0
C -0.5748 -2.0742 -1.6220 -0.8 0.3 3.4
C 1.6348 -1.6574 -0.9348 3.6 3.2 0.1
C 0.7747 -2.1828 -1.8346 0.6 -1.9 -2.0
H 1.2946 1.9396 1.2271 -1.5 -0.4 -0.1
H 0.8024 2.4541 -0.3008 -1.0 -1.9 1.9
H -0.8336 0.9475 -0.3430 -2.1 1.9 1.6
H -1.6656 -0.0875 1.8257 1.9 0.2 0.4
H 0.3376 0.1908 2.2746 -2.8 0.4 -1.0
H -2.1246 -1.5240 -0.1081 -0.5 0.0 0.2
H 1.9884 -0.2682 0.5222 0.1 0.6 0.5
H -1.1968 -2.7144 -2.1958 -0.8 -0.1 -0.5
H 2.7643 -1.4715 -1.0651 -1.7 -1.4 -0.4
H 2.3192 -2.9124 -3.1005 -3.5 0.4 1.3
H -0.3806 3.6785 1.0332 -1.9 -0.1 3.0
N 0.5349 1.7910 0.5318 8.3 6.1 -2.9
O -2.7427 2.0327 1.6059 -1.1 0.7 0.4
O 1.2841 -2.9504 -2.9119 1.6 0.3 -0.3
O -1.1770 3.5354 1.7702 4.5 5.0 -2.0
```
Forces are in eV/Å.

Values from the calculation:
LUMO energy ... 0.289 eV
E_HOMO ... -8.5 eV
SMILES ... N[C@@H](Cc1ccc(O)cc1)C(=O)O
Kohn-Sham gap ... 8.8 eV

Here are the Löwdin charges for atoms 1 to 5, given in e: -0.444, -0.593, -0.113, -0.284, 0.027

=====

This record from OMol25 describes 2 unconnected molecules or ions with the total composition C9H11NOS2. The level of theory is the ωB97M-V functional and the def2-TZVPD basis.

Geometry as XYZ:
```
24
Properties=species:S:1:pos:R:3:forces:R:3
C 2.6886 -1.0868 1.8515 0.0 -0.1 0.1
C 3.2194 0.1392 2.2353 0.1 0.0 0.1
C 1.8848 -1.1997 0.7326 -0.1 0.1 -0.2
C 2.9743 1.2831 1.4953 -0.1 -0.1 -0.1
C 1.6284 -0.0572 -0.0117 0.5 0.1 0.7
C 2.1856 1.1698 0.3631 -0.1 0.0 -0.1
C 0.7769 1.2618 -1.7182 0.1 0.2 0.3
C -3.9077 -0.5169 -1.3717 0.3 0.1 0.2
C -3.0104 0.1317 -0.3265 -0.5 0.3 -0.1
N 0.8657 0.0413 -1.1462 0.0 0.0 -0.2
O -1.9481 -0.7097 0.0668 0.5 -0.5 0.1
S 1.7256 2.4238 -0.7701 -0.3 -0.6 -0.2
S -0.1047 1.6215 -3.0404 -0.2 0.2 -0.4
H 2.9033 -1.9664 2.4422 0.0 0.0 0.0
H 3.8306 0.2003 3.1213 0.1 0.0 0.1
H 1.4598 -2.1458 0.4304 0.0 -0.1 0.0
H 3.3786 2.2403 1.7871 0.1 0.1 0.0
H -4.7436 0.1373 -1.6062 -0.1 0.0 -0.1
H -3.3471 -0.7081 -2.2845 0.0 0.0 -0.1
H -4.3037 -1.4619 -0.9991 -0.1 -0.1 0.0
H -3.6039 0.4214 0.5542 0.1 0.0 -0.2
H -2.5365 1.0277 -0.7356 -0.1 -0.1 0.1
H 0.3049 -0.7227 -1.4936 -0.1 0.1 0.0
H -2.3208 -1.5239 0.4240 0.0 0.1 0.0
```
Forces are in eV/Å.

Values from the calculation:
LUMO energy ... 0.643 eV
E_HOMO ... -7.9 eV
SMILES ... S=c1[nH]c2ccccc2s1.CCO
Kohn-Sham gap ... 8.6 eV

Here are the Löwdin charges for atoms 1 to 5, given in e: -0.087, -0.093, -0.014, -0.087, -0.282

=====

This record from OMol25 describes C9H11NSi in the gas phase in a non-equilibrium geometry. The level of theory is the ωB97M-V functional and the def2-TZVPD basis.

Geometry as XYZ:
```
22
Properties=species:S:1:pos:R:3:forces:R:3
C 0.2691 -3.4891 -1.4038 -1.0 -2.2 0.3
C 1.5605 -2.9883 -1.2621 1.7 -1.4 -0.3
C -0.8291 -2.7488 -0.9508 -0.7 0.4 -1.5
C 1.9018 -1.7316 -0.7527 -2.8 0.4 0.7
C -0.5548 -1.4354 -0.5804 1.6 0.8 1.8
C 0.7878 -1.0082 -0.3708 -1.8 1.4 -0.6
C -1.6671 0.5863 0.2012 -0.6 -0.8 -1.1
C 0.1925 2.0711 2.4423 0.2 -3.7 0.1
C -0.4220 3.4776 -0.2193 2.3 -0.8 1.2
N -1.6519 -0.6137 -0.2688 -0.9 0.9 0.1
Si -0.2475 1.7603 0.6294 0.2 -0.4 -0.1
H 0.0345 -4.5949 -1.7353 1.0 2.4 0.5
H 2.4166 -3.6576 -1.4648 -0.6 0.3 -0.3
H -1.9192 -3.0656 -1.0827 1.8 0.3 0.4
H 2.8361 -1.2750 -0.5472 1.1 -0.4 -0.2
H -2.7005 1.0001 0.0795 0.7 0.0 0.7
H 0.8950 1.2144 2.7758 -0.9 1.3 -0.5
H 0.7135 2.9677 2.5639 0.6 1.5 0.3
H -0.6678 1.9526 3.1146 0.1 0.4 -0.2
H -0.9103 4.2939 0.2643 -1.6 0.0 0.3
H 0.5587 3.9776 -0.1954 0.4 -0.7 -0.1
H -0.5958 3.3066 -1.2368 -0.9 0.2 -1.5
```
Forces are in eV/Å.

Values from the calculation:
LUMO energy (alpha / beta) ... -0.527 / -0.522 eV
E_HOMO (alpha / beta) ... -8.3 / -7.4 eV
Kohn-Sham gap (alpha / beta) ... 7.8 / 6.9 eV

Here are the Löwdin charges for atoms 1 to 5, given in e: -0.114, -0.126, -0.052, -0.121, -0.352

=====

Short version: calculated total energy = -952.92659, -952.86057, -629.86725, -1275.93465, -693.62022 hartree, in the order given.
Short version: energy above the lowest of the compared OMol25 structures with the same formula, charge and spin = 42.0, 83.5, 119.9, 0.0, 101.8 kcal/mol, in the order given.